## one
Computed, not measured: a gas-phase ion, C5H10NOS (charge +1), with ωB97M-V/def2-TZVPD.

Bonds (Å) are listed after each position.
Cartesian coordinates (Å):
1 C -1.410 0.531 0.219  C2 1.288, C3 1.510, O7 1.337
2 C -2.331 1.237 -0.340  C1 1.288, H9 1.123, H10 1.050
3 C -0.583 -0.507 -0.503  C1 1.510, N6 1.456, H11 1.057, H12 1.160
4 C 1.570 0.508 -0.432  N6 1.297, S8 1.725, H13 1.135
5 C 1.394 -1.739 0.524  N6 1.502, H14 1.100, H15 1.155, H16 1.150
6 N 0.830 -0.520 -0.150  C3 1.456, C4 1.297, C5 1.502
7 O -1.078 0.525 1.514  C1 1.337, H17 0.878
8 S 3.159 0.848 0.145  C4 1.725, H18 1.334
9 H -2.939 1.942 0.288  C2 1.123
10 H -2.577 1.335 -1.356  C2 1.050
11 H -0.973 -1.483 -0.391  C3 1.057
12 H -0.786 -0.373 -1.636  C3 1.160
13 H 0.930 1.376 -0.787  C4 1.135
14 H 0.660 -1.834 1.338  C5 1.100
15 H 1.157 -2.727 -0.026  C5 1.155
16 H 2.466 -1.570 0.902  C5 1.150
17 H -1.562 1.165 1.871  O7 0.878
18 H 3.051 2.177 0.087  S8 1.334

Values from the calculation:
* net charge: +1
* HOMO energy: -13.30 eV

## two
Computed, not measured: a gas-phase ion, C5H10NOS (charge +1), with ωB97M-V/def2-TZVPD.

Bonds (Å) are listed after each position.
Cartesian coordinates (Å):
1 C -0.204 -0.773 -0.521  C2 1.343, C4 1.505, O7 1.373
2 C -0.545 -0.440 0.734  C1 1.343, C5 1.469, S8 1.805
3 C 2.162 -0.704 1.795  N6 1.301, S8 1.719, H9 1.148
4 C -0.833 -0.268 -1.792  C1 1.505, H10 1.020, H11 1.147, H12 1.112
5 C -1.629 0.453 1.163  C2 1.469, H13 1.069, H14 1.105, H15 1.092
6 N 2.369 -0.407 0.545  C3 1.301, H16 1.081, H17 1.046
7 O 0.673 -1.820 -0.662  C1 1.373, H18 0.947
8 S 0.487 -0.813 2.168  C2 1.805, C3 1.719
9 H 2.955 -0.988 2.574  C3 1.148
10 H -1.683 0.272 -1.629  C4 1.020
11 H -0.767 -1.086 -2.593  C4 1.147
12 H -0.014 0.369 -2.191  C4 1.112
13 H -1.251 1.231 1.792  C5 1.069
14 H -2.428 -0.035 1.748  C5 1.105
15 H -2.048 1.024 0.332  C5 1.092
16 H 3.373 -0.325 0.153  N6 1.081
17 H 1.671 0.032 -0.099  N6 1.046
18 H 0.828 -2.132 -1.542  O7 0.947

Values from the calculation:
* net charge: +1
* HOMO energy: -13.05 eV

How do the energies compare? Relative to the most stable structure, in hartree: one 0.0136; two 0.0000.